Entry a
{
  "formula": "C3H3ClIN",
  "method": "ωB97M-V with the def2-TZVPD basis set",
  "orbital_gap_ev": 10.02,
  "smiles": "C=C(Cl)C#N.I",
  "charge": 0,
  "lumo_energy_ev": -0.18,
  "symbols": ["C", "C", "C", "N", "Cl", "I", "H", "H", "H"],
  "coordinates": [[-1.4482, -1.0029, -0.4001], [0.3694, 0.5010, -0.8633], [-0.0671, -0.7075, -0.5151], [-2.5679, -1.2211, -0.2935], [0.9847, -2.0356, -0.1499], [1.4151, 1.2871, 2.6307], [1.4191, 0.7166, -0.9358], [-0.3258, 1.2955, -1.0818], [0.2208, 1.1668, 1.6087]]
}

Entry b
{
  "formula": "C3H3ClIN",
  "method": "ωB97M-V with the def2-TZVPD basis set",
  "orbital_gap_ev": 10.16,
  "smiles": "N#C[C@@H](Cl)CI",
  "charge": 0,
  "lumo_energy_ev": 0.11,
  "symbols": ["C", "C", "C", "N", "Cl", "I", "H", "H", "H"],
  "coordinates": [[0.5982, 1.1094, -0.7091], [-0.4532, -0.9448, 0.0559], [0.2228, 0.4910, 0.4822], [1.0766, 1.3827, -1.7225], [-1.1218, 1.4899, 1.2618], [0.7843, -2.1394, -1.1449], [-0.7270, -1.3901, 0.9990], [-1.3205, -0.4335, -0.5307], [0.9406, 0.4348, 1.3081]]
}

entry b takes first place; second place is 0.0047 hartree up.

Entry a
{
  "formula": "C4H8N2",
  "method": "ωB97M-V with the def2-TZVPD basis set",
  "orbital_gap_ev": 11.51,
  "smiles": "CC1=[N+]=C1C[NH3+]",
  "charge": 2,
  "lumo_energy_ev": -9.87,
  "symbols": ["C", "C", "C", "C", "N", "N", "H", "H", "H", "H", "H", "H", "H", "H"],
  "coordinates": [[-1.4889, -0.0875, 0.1891], [-0.0866, -0.1100, 0.1143], [-2.8481, 0.1537, -0.0417], [1.1797, 0.2534, -0.5420], [-0.6238, -0.7203, 1.1893], [2.5187, -0.2467, 0.2484], [-3.1650, -0.0547, -1.1070], [-2.9426, 1.2746, -0.0909], [-3.5164, -0.1883, 0.7773], [1.2456, 1.3292, -0.7123], [1.1526, -0.3003, -1.4288], [2.5666, -1.3604, 0.4358], [2.5849, 0.2511, 1.2085], [3.4233, -0.1938, -0.2399]]
}

Entry b
{
  "formula": "C4H8N2",
  "method": "ωB97M-V with the def2-TZVPD basis set",
  "orbital_gap_ev": 8.37,
  "charge": 2,
  "lumo_energy_ev": -11.94,
  "symbols": ["C", "C", "C", "C", "N", "N", "H", "H", "H", "H", "H", "H", "H", "H"],
  "coordinates": [[1.9539, -0.8245, -1.0470], [-0.1893, 0.4147, -0.4098], [2.6906, -0.7427, 0.2321], [-2.4372, 0.7244, 0.4371], [0.8912, -0.3208, -0.5214], [-1.2317, -0.0018, 0.2290], [2.2774, -1.3466, -1.9348], [0.0880, 1.4639, -0.8102], [2.7562, -1.5225, 0.9651], [3.1199, 0.1270, 0.6002], [-2.4826, 0.9414, 1.4442], [-3.4177, 0.1998, 0.1184], [-2.5998, 1.8032, 0.0172], [-1.4188, -0.9155, 0.6797]]
}

entry a takes first place; second place is 0.0676 hartree up.

Entry a
{
  "formula": "C23H70N14O10",
  "method": "ωB97M-V with the def2-TZVPD basis set",
  "orbital_gap_ev": 9.05,
  "smiles": "COC[C@H](C)N.COC[C@H](C)N.COC[C@H](C)N.COC[C@H](C)N.NC(N)=O.NC(N)=O.NC(N)=O.NC(N)=O.NC(N)=O.CCO",
  "charge": 0,
  "lumo_energy_ev": 0.07,
  "symbols": ["C", "C", "C", "O", "C", "N", "H", "H", "H", "H", "H", "H", "H", "H", "H", "H", "H", "C", "C", "C", "O", "C", "N", "H", "H", "H", "H", "H", "H", "H", "H", "H", "H", "H", "C", "C", "C", "O", "C", "N", "H", "H", "H", "H", "H", "H", "H", "H", "H", "H", "H", "C", "C", "C", "O", "C", "N", "H", "H", "H", "H", "H", "H", "H", "H", "H", "H", "H", "C", "C", "O", "H", "H", "H", "H", "H", "H", "C", "O", "N", "N", "H", "H", "H", "H", "C", "O", "N", "N", "H", "H", "H", "H", "C", "O", "N", "N", "H", "H", "H", "H", "C", "O", "N", "N", "H", "H", "H", "H", "C", "O", "N", "N", "H", "H", "H", "H"],
  "coordinates": [[-1.1203, -5.0707, 4.5708], [-2.4386, -4.3282, 4.4492], [-2.3311, -3.0234, 3.6720], [-1.8258, -1.9746, 4.5132], [-1.8383, -0.7162, 3.8555], [-3.3298, -5.1384, 3.5370], [-0.7825, -5.3596, 3.5720], [-1.3059, -5.9829, 5.1430], [-0.2991, -4.5841, 5.0948], [-2.8412, -4.1567, 5.4476], [-3.2994, -2.6867, 3.2899], [-1.6009, -3.0843, 2.8536], [-2.8790, -0.4129, 3.6796], [-1.3372, -0.7718, 2.8863], [-1.4461, 0.0202, 4.5524], [-2.6615, -5.2399, 2.7745], [-4.1011, -4.6273, 3.1318], [4.2246, -2.7932, 4.4528], [4.5346, -2.4674, 2.9905], [3.9865, -1.1036, 2.5674], [2.6021, -1.3382, 2.3303], [1.8922, -0.0790, 2.3451], [6.0021, -2.4748, 2.8295], [4.6411, -3.7679, 4.7194], [3.1544, -2.7890, 4.6634], [4.6615, -2.1278, 5.2001], [4.0993, -3.2027, 2.3042], [4.4088, -0.6394, 1.6679], [4.1054, -0.3987, 3.3985], [2.2948, 0.5633, 1.5623], [1.8298, 0.3699, 3.3359], [0.8769, -0.3425, 2.0496], [6.2748, -2.2316, 1.8846], [6.3108, -3.4253, 3.0008], [4.5419, 1.1814, -1.1268], [3.1881, 1.2831, -1.8634], [3.2906, 1.5846, -3.3320], [3.6892, 2.9473, -3.4438], [3.4454, 3.5975, -4.6416], [2.5647, -0.0353, -1.6523], [4.3994, 1.4751, -0.0825], [5.2842, 1.9181, -1.4530], [5.0216, 0.2079, -1.2027], [2.6075, 2.0704, -1.3803], [2.2600, 1.5650, -3.7216], [3.7411, 0.7823, -3.9263], [3.8534, 3.1357, -5.5485], [3.7508, 4.6441, -4.6216], [2.3850, 3.6916, -4.9304], [2.0233, 0.1174, -0.7972], [1.7174, -0.0601, -2.2328], [0.2084, 6.4725, -1.0819], [0.6182, 5.0207, -0.8525], [1.8755, 4.9154, 0.0638], [2.8449, 5.9230, -0.0377], [3.7135, 5.7742, -1.1383], [-0.5352, 4.2804, -0.3342], [0.6958, 7.0560, -0.2880], [-0.8380, 6.7236, -0.9006], [0.5396, 6.9619, -1.9956], [0.9364, 4.6461, -1.8306], [2.3695, 3.9491, -0.0803], [1.4813, 5.0019, 1.0826], [4.4098, 6.6096, -1.0544], [3.2791, 5.9013, -2.1370], [4.2470, 4.8216, -1.1875], [-0.9278, 4.9134, 0.3579], [-0.2595, 3.4226, 0.1279], [-5.7672, 4.9071, -2.0948], [-5.0728, 3.5798, -2.3152], [-4.4142, 3.1420, -1.1094], [-6.5370, 4.9173, -1.3235], [-6.1907, 5.3256, -3.0073], [-5.0220, 5.6146, -1.7162], [-4.3551, 3.4849, -3.1271], [-5.9061, 2.8781, -2.4612], [-3.5491, 2.8330, -1.3932], [-2.7544, -4.8560, 0.0609], [-1.8923, -5.4599, 0.6962], [-4.0133, -5.3362, -0.1428], [-2.6077, -3.5550, -0.3616], [-4.2632, -6.2827, 0.0824], [-4.6298, -4.8207, -0.7390], [-1.8689, -3.0120, 0.0447], [-3.2914, -3.2762, -1.0335], [0.3432, -0.9384, -4.7611], [0.2673, 0.1675, -5.3025], [0.6534, -2.0571, -5.4966], [-0.0491, -1.2201, -3.5070], [0.8461, -1.9240, -6.4703], [0.5198, -2.9566, -5.0771], [0.0274, -2.1260, -3.0486], [-0.4426, -0.4665, -2.9694], [1.3047, -3.3962, -0.7042], [0.4331, -2.9846, -1.4864], [1.1102, -4.3713, 0.2078], [2.5462, -2.8348, -0.6680], [1.8493, -4.5233, 0.8633], [0.1668, -4.6849, 0.3736], [2.5751, -1.9154, -1.1001], [3.2729, -3.0843, -0.0283], [-5.2401, -0.4399, -0.1766], [-4.0266, -0.5225, -0.2884], [-6.0199, -1.4569, 0.3704], [-6.0105, 0.6384, -0.4561], [-5.5736, -2.3510, 0.4713], [-6.8777, -1.2443, 0.8355], [-7.0068, 0.5879, -0.5054], [-5.5488, 1.5253, -0.6361], [-0.7330, 0.9157, -0.1025], [0.4143, 1.3613, -0.1856], [-0.9930, -0.4296, -0.0853], [-1.8766, 1.6124, -0.0680], [-1.9123, -0.7696, -0.3241], [-0.2254, -1.0283, -0.3570], [-2.6984, 1.0901, -0.3339], [-1.8442, 2.6290, -0.1249]]
}

Entry b
{
  "formula": "C23H70N14O10",
  "method": "ωB97M-V with the def2-TZVPD basis set",
  "orbital_gap_ev": 9.02,
  "smiles": "COC[C@H](C)N.COC[C@H](C)N.COC[C@H](C)N.COC[C@H](C)N.NC(N)=O.NC(N)=O.NC(N)=O.NC(N)=O.NC(N)=O.CCO",
  "charge": 0,
  "lumo_energy_ev": 0.09,
  "symbols": ["C", "C", "C", "O", "C", "N", "H", "H", "H", "H", "H", "H", "H", "H", "H", "H", "H", "C", "C", "C", "O", "C", "N", "H", "H", "H", "H", "H", "H", "H", "H", "H", "H", "H", "C", "C", "C", "O", "C", "N", "H", "H", "H", "H", "H", "H", "H", "H", "H", "H", "H", "C", "C", "C", "O", "C", "N", "H", "H", "H", "H", "H", "H", "H", "H", "H", "H", "H", "C", "C", "O", "H", "H", "H", "H", "H", "H", "C", "O", "N", "N", "H", "H", "H", "H", "C", "O", "N", "N", "H", "H", "H", "H", "C", "O", "N", "N", "H", "H", "H", "H", "C", "O", "N", "N", "H", "H", "H", "H", "C", "O", "N", "N", "H", "H", "H", "H"],
  "coordinates": [[-23.2207, 28.7842, 34.9224], [-22.3591, 29.8512, 34.2456], [-22.7662, 30.2143, 32.8548], [-22.2616, 29.2538, 31.9191], [-22.5066, 29.6399, 30.5356], [-22.6550, 31.1919, 34.8375], [-24.2388, 29.1664, 34.9956], [-22.8294, 28.6501, 35.9309], [-23.2584, 27.7684, 34.5290], [-21.3227, 29.5182, 34.3014], [-22.3771, 31.1851, 32.5481], [-23.8434, 30.1719, 32.6933], [-21.9140, 30.5268, 30.3111], [-23.5544, 29.8943, 30.3765], [-22.0773, 28.8697, 29.8948], [-23.6546, 31.1078, 34.7198], [-22.3970, 31.9942, 34.2810], [-27.6437, 21.7974, 31.7209], [-29.0246, 22.2778, 31.1015], [-28.9084, 22.6926, 29.6179], [-28.3786, 23.9822, 29.7088], [-27.7676, 24.3271, 28.3635], [-29.9712, 21.1580, 31.2158], [-27.7798, 21.4985, 32.7603], [-26.8675, 22.5606, 31.6639], [-27.1631, 20.9134, 31.3019], [-29.4457, 23.1366, 31.6242], [-29.8005, 22.7473, 28.9940], [-28.1993, 22.0311, 29.1202], [-28.5493, 24.2978, 27.6045], [-26.8553, 23.7786, 28.1291], [-27.4794, 25.3726, 28.4727], [-30.8699, 21.3771, 30.8104], [-30.1047, 21.0218, 32.2076], [-34.2703, 25.4530, 23.8049], [-34.1144, 26.9421, 23.3698], [-35.3052, 27.5547, 22.7209], [-35.3491, 26.9872, 21.3652], [-36.0374, 27.6340, 20.3281], [-33.8134, 27.5771, 24.6133], [-33.2911, 24.9763, 23.7593], [-34.8200, 24.8261, 23.1028], [-34.7482, 25.2948, 24.7716], [-33.2727, 27.0059, 22.6803], [-35.0494, 28.6010, 22.5536], [-36.1620, 27.6855, 23.3820], [-37.0859, 27.8855, 20.4878], [-35.9551, 27.1422, 19.3589], [-35.6895, 28.6259, 20.0397], [-32.8040, 27.5413, 24.6087], [-33.8037, 28.5717, 24.4379], [-29.3906, 27.5760, 16.5989], [-29.6223, 27.4338, 18.0915], [-29.6026, 25.9137, 18.5603], [-30.0747, 24.9285, 17.7231], [-31.5018, 24.7937, 17.7150], [-28.6400, 28.2906, 18.7791], [-28.9364, 26.6328, 16.2953], [-28.6181, 28.2673, 16.2619], [-30.2476, 27.6662, 15.9315], [-30.6494, 27.7603, 18.2548], [-30.1256, 25.7977, 19.5096], [-28.5402, 25.6929, 18.6635], [-31.6737, 23.9719, 17.0198], [-32.1083, 25.5884, 17.2806], [-31.9844, 24.6053, 18.6739], [-27.7935, 28.0938, 18.2644], [-28.4963, 28.0504, 19.7496], [-25.0412, 37.8935, 17.4966], [-25.8695, 37.5652, 18.7290], [-25.3519, 36.4682, 19.4277], [-23.9885, 38.1359, 17.6424], [-25.4757, 38.6772, 16.8760], [-24.9915, 36.9817, 16.9013], [-26.9418, 37.3837, 18.6568], [-25.6618, 38.4211, 19.3712], [-26.1290, 35.9526, 19.6552], [-27.2616, 34.7910, 33.8028], [-27.4274, 33.8044, 34.5002], [-26.7884, 35.9296, 34.1784], [-27.3529, 34.8249, 32.4940], [-26.6436, 36.1720, 35.1482], [-26.7908, 36.6716, 33.4932], [-27.3376, 33.9462, 31.9962], [-27.3808, 35.7810, 32.1694], [-35.2749, 33.9199, 26.3373], [-35.5207, 34.1154, 25.1840], [-36.1041, 34.2963, 27.2709], [-34.1680, 33.5985, 26.8486], [-36.9771, 34.7061, 26.9710], [-35.7560, 34.3100, 28.2190], [-33.9947, 33.4463, 27.8320], [-33.3906, 33.4761, 26.2156], [-31.7473, 29.3926, 31.3945], [-31.8035, 30.4508, 30.8038], [-31.1398, 29.1367, 32.4722], [-32.2753, 28.2839, 30.9641], [-31.1253, 28.1600, 32.7291], [-30.4960, 29.8211, 32.8428], [-32.4738, 28.3095, 29.9742], [-32.2043, 27.3842, 31.4177], [-24.2249, 37.2649, 25.9762], [-24.9767, 36.3525, 26.1018], [-23.5008, 37.8289, 26.9746], [-23.8152, 37.8812, 24.9136], [-23.7958, 37.5913, 27.9108], [-22.6116, 38.2651, 26.7766], [-23.3049, 38.7522, 24.9487], [-24.0295, 37.4647, 24.0188], [-27.9361, 30.8821, 24.4971], [-28.5503, 29.9440, 24.1634], [-27.9728, 31.3183, 25.7412], [-27.2145, 31.6432, 23.7862], [-27.7183, 32.2685, 25.9700], [-28.7091, 30.9231, 26.3085], [-27.0497, 32.5656, 24.1632], [-27.1404, 31.4439, 22.7988]]
}

entry a takes first place; second place is 0.2800 hartree up.

Entry a
{
  "formula": "CH2NO2S2",
  "method": "ωB97M-V with the def2-TZVPD basis set",
  "orbital_gap_ev": 7.14,
  "smiles": "NC([S-])=S(=O)=O",
  "charge": -1,
  "lumo_energy_ev": 3.53,
  "symbols": ["C", "N", "O", "O", "S", "S", "H", "H"],
  "coordinates": [[-0.5135, 0.3770, 0.5383], [-0.2542, -1.1419, 0.3730], [1.4297, 1.9569, -0.3728], [0.9515, -0.1854, -1.5616], [-1.5167, 1.0263, 1.6097], [0.4044, 1.0847, -1.0051], [-0.7814, -1.8966, 0.8669], [0.2802, -1.2210, -0.4483]]
}

Entry b
{
  "formula": "CH2NO2S2",
  "method": "ωB97M-V with the def2-TZVPD basis set",
  "orbital_gap_ev": [6.89, 7.47],
  "charge": -1,
  "lumo_energy_ev": [3.28, 3.18],
  "symbols": ["C", "N", "O", "O", "S", "S", "H", "H"],
  "coordinates": [[0.0206, -0.7074, -0.6518], [0.4506, 1.5468, -0.9433], [0.3742, -0.3077, 1.8315], [-1.9211, -0.9951, 1.0727], [0.5552, -1.6113, -1.8401], [-0.4403, -1.2832, 1.0989], [1.2199, 1.6397, -0.3227], [-0.2591, 1.7182, -0.2453]]
}

entry a takes first place; second place is 0.0994 hartree up.

Entry a
{
  "formula": "C3H2F2O",
  "method": "ωB97M-V with the def2-TZVPD basis set",
  "orbital_gap_ev": 11.53,
  "smiles": "O=C(F)/C=C/F",
  "charge": 0,
  "lumo_energy_ev": 0.55,
  "symbols": ["C", "C", "C", "O", "F", "F", "H", "H"],
  "coordinates": [[0.4219, -0.5129, -0.0026], [-0.3807, 0.5188, 0.2165], [-0.0277, -1.5138, -1.2849], [0.5658, -2.5348, -1.4342], [-0.0667, 1.4952, 1.1402], [-0.9860, -1.0348, -2.0814], [1.3922, -0.7678, 0.4992], [-1.2373, 0.9742, -0.3084]]
}

Entry b
{
  "formula": "C3H2F2O",
  "method": "ωB97M-V with the def2-TZVPD basis set",
  "orbital_gap_ev": [9.77, 9.77],
  "charge": 0,
  "lumo_energy_ev": [-0.80, -0.80],
  "symbols": ["C", "C", "C", "O", "F", "F", "H", "H"],
  "coordinates": [[1.9199, 0.2321, -0.5897], [0.7531, 0.0036, -0.3892], [-0.5467, -0.2215, 0.0851], [-0.7759, -0.3693, 1.3348], [-1.3988, 1.6487, -0.1107], [-1.2937, -0.7566, -0.9046], [2.9351, 0.3087, -0.8284], [-1.5930, -0.8457, 1.4026]]
}

entry a takes first place; second place is 0.1114 hartree up.